# 1
Molecular formula: C8H8
Method: DFT, the ωB97M-V functional and the def2-TZVPD basis

As for the structure (SMILES): C/C=C(\C)C1=C2C=C21. The value obtained for the total energy is -309.34514 hartree. The relative energy (zero: lowest compared OMol25 entry of this formula, charge and spin) is 168.6 kcal per mole. The value obtained for the frontier orbital gap is 7.984 eV. The net charge is 0.

Each line ends with the Löwdin charge.
Atoms and positions in Å:
C -0.031259 3.351500 0.590077  -0.0318
C 1.087731 2.294155 0.875957  0.1221
C -0.468532 2.221977 0.096768  0.0092
C 0.597049 1.192524 0.286140  -0.2461
C -0.949406 -0.328688 -0.294718  -0.1075
C 0.348408 -0.153360 0.031295  -0.3308
C -1.371344 -1.720143 -0.679552  -0.0855
C 1.394737 -1.172894 0.213174  -0.0586
H -0.047884 4.451442 0.676148  0.0965
H -1.469326 0.546787 -0.640227  0.0772
H -0.410097 -2.171584 -1.179771  0.1041
H -2.358675 -1.772604 -1.078839  0.0555
H -1.427767 -2.343461 0.243207  0.0804
H 1.013055 -1.902499 0.953580  0.0870
H 2.484153 -0.896699 0.696194  0.1427
H 1.609158 -1.596452 -0.789433  0.0856

Cartesian forces (eV/Å) of the 2 atoms listed first:
C -0.58 0.98 -0.41
C -1.39 -2.36 -1.49

# 2
Molecular formula: C8H8BrFN2
Method: DFT, the ωB97M-V functional and the def2-TZVPD basis

The value obtained for the total energy is -3092.82824 hartree. The relative energy (zero: lowest compared OMol25 entry of this formula, charge and spin) is 15.2 kcal per mole. The value obtained for the frontier orbital gap (spin up / spin down) is 8.441 / 8.442 eV. The net charge is 0.

Each line ends with the Löwdin charge.
Atoms and positions in Å:
C 1.135481 0.191242 2.005767  -0.0250
C 0.880316 1.367983 1.417982  -0.0810
C 0.915909 -0.997348 1.177210  -0.3680
C 0.216427 -0.821120 0.067261  0.0698
C 0.474622 1.518447 -0.017269  -0.1276
C 0.379569 -1.844519 -1.902266  -0.6062
C -0.494030 0.432349 -0.412436  -0.5186
C -1.954559 0.525712 0.016766  -0.0165
N -0.251751 -0.747780 -2.438157  -0.0680
N -0.612546 0.278932 -1.901067  0.0962
F 1.376152 -2.098082 1.645875  0.1204
Br -0.609785 -3.417161 -1.950418  0.7273
H 1.534089 -0.111449 2.995040  0.1272
H 1.218629 2.239128 2.058930  0.1254
H 0.073320 2.510282 -0.253443  0.1278
H 1.378473 1.283297 -0.570525  0.1322
H 1.348970 -1.960943 -2.075607  0.0132
H -2.313274 -0.516348 0.051920  0.0901
H -2.545979 1.044541 -0.813043  0.1029
H -2.150032 1.122837 0.897479  0.0785

Cartesian forces (eV/Å) of the 2 atoms listed first:
C -0.30 -1.06 -0.21
C 1.45 1.22 2.71

# 3
Molecular formula: C8H8BrNO2S
Method: DFT, the ωB97M-V functional and the def2-TZVPD basis

The value obtained for the total energy is -3486.96354 hartree. The relative energy (zero: lowest compared OMol25 entry of this formula, charge and spin) is 34.3 kcal per mole. The value obtained for the frontier orbital gap (spin up / spin down) is 5.493 / 5.491 eV. The net charge is 0.

Each line ends with the Löwdin charge.
Atoms and positions in Å:
C 0.799272 1.169081 -0.262954  -0.2249
C 2.133027 1.636616 -0.666514  -0.5245
C -0.905869 -0.551586 -0.893808  -0.6232
C 0.010863 1.913974 0.521901  0.0231
C 1.540642 -0.778133 -1.292239  -0.2843
C -1.031459 -1.625385 -0.104614  -0.6931
C -1.390116 1.554886 0.833797  -0.0615
C -0.075626 -2.289553 0.866378  -0.1714
N 0.529029 -0.070186 -0.774586  -0.0216
O 2.731686 2.648865 -0.377246  0.0611
O -1.763101 0.059720 -1.515752  -0.0179
S 2.981514 0.165474 -1.443032  1.0777
Br -2.709857 -2.549848 -0.089989  0.7139
H 0.346792 2.845934 0.790077  0.1063
H 1.413343 -1.697234 -1.715680  0.0871
H -1.583532 0.570055 1.386740  0.1241
H -1.893173 1.831558 -0.149590  0.1240
H -1.847015 2.341153 1.549504  0.1041
H 0.775786 -1.563357 1.171804  0.0943
H 0.477185 -3.084076 0.370485  0.0618
H -0.539391 -2.527958 1.795318  0.0448

Cartesian forces (eV/Å) of the 2 atoms listed first:
C 1.10 1.29 -0.42
C 1.58 0.67 1.27

# 4
Molecular formula: C8H8ClNO4
Method: DFT, the ωB97M-V functional and the def2-TZVPD basis

As for the structure (SMILES): CO/C(=C/C=C\C=C\C(=O)Cl)[N+](=O)[O-]. The value obtained for the total energy is -1125.31351 hartree. The relative energy (zero: lowest compared OMol25 entry of this formula, charge and spin) is 11.8 kcal per mole. The value obtained for the frontier orbital gap is 7.478 eV. The net charge is 0.

Each line ends with the Löwdin charge.
Atoms and positions in Å:
C 1.666245 -1.119377 1.117521  -0.0893
C 1.944432 0.194444 1.047275  -0.1122
C 0.559706 -1.742459 0.479719  -0.1070
C 1.083175 1.098658 0.398611  -0.0177
C -0.968387 -2.738072 -0.894941  -0.7600
C 0.019908 -1.737944 -0.759400  -0.1253
C -0.286016 1.083247 0.397587  -0.2360
C -0.751613 2.598968 -1.439717  -0.0632
N -1.135188 0.436351 1.393942  -0.3043
O -1.204644 -3.747899 -0.352571  0.0837
O -0.635515 -0.470050 2.003325  0.0751
O -2.221603 0.930505 1.603033  0.1324
O -1.109164 1.780140 -0.364596  -0.0709
Cl -2.214606 -2.121158 -2.159130  0.5202
H 2.366654 -1.825185 1.708787  0.1530
H 2.927032 0.618865 1.383133  0.1289
H 0.140652 -2.691257 1.099896  0.1833
H 1.651456 2.033317 -0.014531  0.1616
H 0.274866 -1.169020 -1.627994  0.1049
H -1.782102 2.869731 -1.785487  0.1122
H -0.074206 2.034643 -2.065447  0.0850
H -0.251081 3.683549 -1.169016  0.1455

Cartesian forces (eV/Å) of the 2 atoms listed first:
C 2.75 0.02 1.01
C 1.71 -0.88 0.71

# 5
Molecular formula: C8H8F3NO3
Method: DFT, the ωB97M-V functional and the def2-TZVPD basis

As for the structure (SMILES): O=NO[C@H]1C=C(C(F)(F)CF)C=C[C@H]1O. The value obtained for the total energy is -889.59267 hartree. The relative energy (zero: lowest compared OMol25 entry of this formula, charge and spin) is 54.0 kcal per mole. The value obtained for the frontier orbital gap is 9.371 eV. The net charge is 0.

Each line ends with the Löwdin charge.
Atoms and positions in Å:
C -1.039928 -0.525426 0.961161  -0.0062
C -1.440333 0.441087 -1.290155  -0.2427
C 0.089405 0.171527 1.059180  -0.0381
C 0.002028 0.878554 -1.260944  0.0590
C -1.622918 -0.810182 -0.396869  -0.3331
C 0.707858 0.733299 -0.139223  -0.1328
C 3.095305 0.071898 0.442852  -0.1061
C 2.137415 1.193016 0.007651  -0.4762
N -1.981536 2.166717 0.272490  -0.0115
O -2.338043 1.471753 -0.885259  -0.0490
O -2.819995 2.931844 0.615194  0.0720
O -2.942686 -1.262779 -0.376003  0.0000
F 2.951744 -1.014277 -0.371225  -0.0023
F 2.596310 1.762235 -1.138090  0.0967
F 2.219445 2.176725 0.951777  0.0952
H -1.545729 -0.943744 1.815005  0.1203
H -1.762955 0.212952 -2.308738  0.1607
H 0.551255 0.376535 2.011184  0.1207
H 0.409911 1.350640 -2.139199  0.1269
H -1.041467 -1.625966 -0.853736  0.1728
H 4.130049 0.423627 0.369298  0.1395
H 2.865176 -0.242535 1.465472  0.1317
H -3.527029 -0.537149 -0.116523  0.1025

Cartesian forces (eV/Å) of the 2 atoms listed first:
C 0.22 -0.15 -0.13
C 0.55 -0.82 0.29

# 6
Molecular formula: C8H8FO2S2
Method: DFT, the ωB97M-V functional and the def2-TZVPD basis

The value obtained for the total energy is -1356.37401 hartree. The value obtained for the frontier orbital gap is 6.234 eV. The net charge is -1.

Each line ends with the Löwdin charge.
Atoms and positions in Å:
F 4.946925 -1.783170 1.726468  -0.2281
S 3.994943 -0.451993 1.831062  0.6479
C 2.430967 -1.257310 1.658441  -0.2802
C 1.283634 -0.576350 1.627814  -0.0875
O 4.203597 0.035437 3.164934  -0.2977
O 4.339253 0.342065 0.692146  -0.2746
H 2.550853 -2.332249 1.524628  0.0879
H 0.355754 -1.110911 1.451820  0.0191
H 1.233038 0.486500 1.863872  0.0855
S 0.387900 -1.090519 -1.061436  0.5266
C -1.008720 -0.232063 -1.315696  -0.8354
C -0.926363 1.131397 -1.722505  -0.1611
C -2.048942 1.940780 -1.624616  -0.1405
C -3.283697 1.399035 -1.226752  -0.1557
C -3.398871 0.022016 -0.966832  -0.1426
C -2.288310 -0.806345 -1.063871  -0.1596
H 0.041466 1.513663 -2.036944  0.0800
H -1.956499 3.004088 -1.841773  0.0838
H -4.152641 2.046961 -1.122102  0.0720
H -4.357079 -0.403392 -0.670974  0.0828
H -2.347211 -1.877643 -0.887681  0.0774

Cartesian forces (eV/Å) of the 2 atoms listed first:
F -0.75 0.90 0.07
S 0.09 -0.58 0.03

# 7
Molecular formula: C8H8HoIO5
Method: DFT, the ωB97M-V functional and the def2-TZVPD basis

The value obtained for the total energy is -1931.67675 hartree. The spin multiplicity is 5. The value obtained for the frontier orbital gap (spin up / spin down) is 8.151 / 8.197 eV. The net charge is 0. The expectation value of S² is 6.004.

Each line ends with the Löwdin charge.
Atoms and positions in Å:
Ho 8.153048 4.138554 5.147628  1.2488
O 7.801333 6.142421 5.633454  -0.1656
C 6.563214 5.531209 5.871141  -0.5403
O 6.027970 4.859022 4.911529  -0.0738
C 5.941084 5.574926 7.223367  -0.1141
C 4.593416 4.817734 7.169568  -0.2060
C 3.844340 4.966528 8.455058  -0.1298
C 4.613550 4.186290 9.523715  -0.1144
C 5.735534 3.637071 8.678836  -0.1993
O 5.054594 3.381146 7.367116  -0.0631
C 6.716129 4.844429 8.362746  -0.0788
C 8.095463 4.311482 8.028398  -0.5164
O 9.097403 4.542708 8.685992  0.1024
O 8.229804 3.419530 6.990906  -0.2369
H 5.885504 6.651345 7.352553  0.1724
H 4.101240 4.924060 6.197479  0.1627
H 2.840434 4.542624 8.331356  0.1235
H 3.734565 6.084384 8.645508  0.1436
H 3.959706 3.403483 9.943475  0.1263
H 4.999070 4.796125 10.356407  0.1245
H 6.227656 2.703031 8.977806  0.1687
H 6.846715 5.423762 9.238637  0.1416
I 7.810694 2.385224 2.860119  -0.0759

Cartesian forces (eV/Å) of the 2 atoms listed first:
Ho 2.62 -2.98 -4.25
O -3.98 -1.25 1.43

# 8
Molecular formula: C8H8N2O2
Method: DFT, the ωB97M-V functional and the def2-TZVPD basis

As for the structure (SMILES): O=[N+]([O-])c1ccccc1.CC#N. The value obtained for the total energy is -569.50887 hartree. The relative energy (zero: lowest compared OMol25 entry of this formula, charge and spin) is 84.6 kcal per mole. The value obtained for the frontier orbital gap is 9.722 eV. The net charge is 0.

Each line ends with the Löwdin charge.
Atoms and positions in Å:
C 2.049391 -3.408721 0.990256  -0.0840
C 1.623810 -3.299789 -0.352921  -0.3132
N 1.312492 -3.208475 -1.468820  0.1430
H 1.934700 -4.414074 1.395476  0.0896
H 1.423331 -2.742643 1.583961  0.0857
H 3.117706 -3.208377 1.071899  0.0921
C 1.049177 1.615671 -0.532787  -0.0564
C 0.241407 2.726186 -0.590765  -0.0690
C -1.111267 2.550351 -0.448577  -0.0214
C -1.685434 1.379696 -0.112562  -0.1911
C -0.868374 0.284183 0.104075  0.0097
C 0.516132 0.359157 -0.112655  -0.0344
N -3.072326 1.327057 0.100121  -0.3579
O -3.742531 2.258070 0.436174  0.1063
O -3.635978 0.258887 -0.179135  0.0647
H 2.126781 1.622843 -0.604339  0.1029
H 0.667311 3.695690 -0.803074  0.1123
H -1.679940 3.459815 -0.574578  0.1278
H -1.316968 -0.679826 0.293432  0.1176
H 1.050581 -0.575700 -0.195183  0.0756

Cartesian forces (eV/Å) of the 2 atoms listed first:
C 0.34 -0.33 1.53
C -0.70 -0.11 -3.34